No. 1
Here is a structure of composition C6H8NaO6 in a non-equilibrium geometry from OMol25. Energies are from wB97M-V/def2-TZVPD.

gap between HOMO and LUMO (spin up / spin down)	0.29837 / 0.22908	Ha
energy	-23052.123	eV
multiplicity	2
expectation value of S²	0.758
energy above the lowest of the compared OMol25 structures with the same formula, charge and spin	18.6	kcal/mol

CARTESIAN COORDINATES (ANGSTROEM)
O1 -0.329 0.559 1.685
C1 0.762 -0.163 1.546
O2 0.871 -1.119 0.756
O3 1.694 -0.024 2.380
C2 -1.542 0.131 1.019
H1 -1.410 0.293 -0.060
H2 -1.695 -0.942 1.196
C3 -2.682 0.933 1.585
H3 -2.507 2.010 1.464
H4 -3.616 0.631 1.094
O4 -3.509 -0.425 5.462
C4 -3.748 0.696 6.013
C5 -2.857 0.613 3.282
O5 -3.675 0.905 7.237
O6 -3.814 1.764 5.192
C6 -4.002 1.468 3.804
H5 -3.132 -0.449 3.232
H6 -1.883 0.990 3.625
H7 -4.947 0.921 3.692
H8 -4.065 2.450 3.318
Na1 -3.569 -1.364 7.613

Formally, the Löwdin partial charges of the atoms, in units of the elementary charge, are as follows: 0.048, -0.711, 0.188, 0.234, -0.180, 0.133, 0.135, -0.128, 0.106, 0.109, -0.094, -0.777, -0.109, -0.043, 0.004, -0.187, 0.105, 0.121, 0.131, 0.127, 0.790

No. 2
Here is a cluster of 14 separate species, C34H74Br4N9O23 in total in a non-equilibrium geometry from OMol25. Energies are from wB97M-V/def2-TZVPD.

gap between HOMO and LUMO (spin up / spin down)	0.27665 / 0.18238	Ha
energy	-377100.273	eV
multiplicity	2
expectation value of S²	0.778

CARTESIAN COORDINATES (ANGSTROEM)
C1 -2.226 2.092 -2.213
C2 -1.032 1.654 -1.367
N1 -0.840 0.086 -1.231
C3 -2.003 -0.569 -0.460
C4 -0.894 -0.542 -2.673
C5 -0.502 -1.989 -2.779
C6 0.572 -0.111 -0.535
C7 0.934 0.773 0.661
O1 -0.187 0.700 1.519
C8 0.111 0.905 2.873
H1 -3.196 1.667 -1.953
H2 -2.061 1.997 -3.286
H3 -2.469 3.114 -1.924
H4 -1.127 2.055 -0.358
H5 -0.112 1.926 -1.884
H6 -2.872 -0.415 -1.100
H7 -2.217 -0.134 0.516
H8 -1.719 -1.618 -0.370
H9 -0.222 0.047 -3.297
H10 -1.827 -0.251 -3.156
H11 -0.119 -2.159 -3.786
H12 -1.319 -2.710 -2.756
H13 0.372 -2.290 -2.201
H14 1.369 0.164 -1.226
H15 0.601 -1.187 -0.364
H16 1.110 1.826 0.441
H17 1.825 0.349 1.126
H18 -0.806 1.043 3.446
H19 0.785 1.754 2.992
H20 0.699 0.119 3.346
C9 2.664 -1.513 -5.766
C10 2.682 -0.730 -4.640
C11 2.064 0.672 -4.684
O2 1.961 1.510 -3.718
C12 1.382 1.113 -5.767
C13 1.246 0.289 -7.006
C14 1.937 -1.149 -6.927
O3 1.823 -1.880 -7.936
O4 0.776 0.552 -8.135
O5 3.427 -1.241 -3.615
H21 3.161 -2.470 -5.831
H22 0.922 2.089 -5.811
C15 3.287 -4.836 -1.790
N2 2.729 -4.428 -0.416
O6 3.211 -4.942 0.539
O7 1.943 -3.476 -0.362
H23 3.542 -5.887 -1.927
H24 4.225 -4.355 -2.070
H25 2.651 -4.618 -2.648
C16 -6.096 4.045 -1.518
N3 -6.300 2.621 -1.024
O8 -7.365 2.373 -0.411
O9 -5.433 1.886 -1.328
H26 -6.943 4.696 -1.305
H27 -6.164 3.994 -2.604
H28 -5.211 4.522 -1.098
C17 -3.110 -1.287 3.873
N4 -3.200 -0.914 5.253
O10 -4.194 -0.226 5.582
O11 -2.248 -1.246 5.931
H29 -3.591 -2.264 3.823
H30 -2.115 -1.258 3.429
H31 -3.678 -0.665 3.182
C18 4.415 5.352 0.335
N5 3.185 4.536 0.185
O12 2.985 3.662 0.995
O13 2.408 4.693 -0.747
H32 5.180 4.985 -0.349
H33 4.762 5.332 1.367
H34 4.184 6.373 0.029
C19 3.297 3.665 4.133
N6 2.019 4.400 4.292
O14 0.980 3.792 4.429
O15 1.968 5.590 4.506
H35 3.095 2.922 3.363
H36 3.556 3.256 5.110
H37 4.007 4.459 3.901
C20 2.805 -2.221 2.682
N7 3.977 -1.531 3.228
O16 4.281 -1.767 4.346
O17 4.633 -0.760 2.494
H38 2.146 -2.408 3.530
H39 3.276 -3.098 2.237
H40 2.189 -1.626 2.008
C21 -3.777 7.345 -4.313
N8 -4.047 6.546 -3.074
O18 -5.018 6.942 -2.444
O19 -3.467 5.490 -2.803
H41 -3.280 6.776 -5.100
H42 -3.176 8.220 -4.066
H43 -4.775 7.614 -4.657
C22 3.154 -0.681 7.828
N9 2.852 -0.246 6.477
O20 1.798 -0.585 5.914
O21 3.670 0.584 6.133
H44 3.038 -1.763 7.769
H45 2.450 -0.236 8.531
H46 4.196 -0.492 8.089
Br1 -1.546 -6.819 -1.868
C23 -0.700 -5.482 -0.566
C24 -1.848 -4.611 -0.002
Br2 -0.962 -3.368 1.347
H47 0.056 -4.835 -1.012
H48 -0.243 -6.013 0.269
H49 -2.757 -5.039 0.421
H50 -2.287 -3.929 -0.730
Br3 -5.370 4.255 4.954
C25 -4.196 4.415 3.404
C26 -4.054 2.890 2.914
Br4 -3.041 2.830 1.280
H51 -3.213 4.828 3.632
H52 -4.655 4.986 2.598
H53 -5.002 2.373 2.762
H54 -3.424 2.416 3.667
C27 7.619 -2.894 -0.463
C28 7.048 -2.013 0.616
O22 6.553 -0.712 0.152
C29 5.341 -0.761 -0.623
C30 5.103 0.699 -0.943
H55 6.825 -3.175 -1.154
H56 8.417 -2.377 -0.997
H57 7.968 -3.829 -0.025
H58 6.329 -2.533 1.249
H59 7.912 -1.797 1.243
H60 5.451 -1.271 -1.580
H61 4.483 -1.038 -0.010
H62 4.949 1.262 -0.023
H63 4.186 0.842 -1.516
H64 5.917 1.280 -1.378
C31 -5.157 -3.942 1.400
C32 -5.534 -3.403 0.056
O23 -4.836 -3.981 -1.010
C33 -5.185 -3.614 -2.301
C34 -3.882 -3.689 -3.171
H65 -5.198 -5.028 1.477
H66 -4.126 -3.657 1.613
H67 -5.946 -3.629 2.083
H68 -6.571 -3.681 -0.131
H69 -5.499 -2.324 -0.095
H70 -5.979 -4.291 -2.618
H71 -5.656 -2.631 -2.331
H72 -4.239 -3.667 -4.200
H73 -3.363 -4.634 -3.011
H74 -3.272 -2.799 -3.015

Löwdin atomic charge list, values in e, 99 entries: -0.078, -0.137, -0.168, -0.003, -0.138, -0.049, -0.038, -0.176, -0.241, -0.090, 0.044, 0.087, 0.063, 0.042, 0.123, 0.093, 0.070, 0.006, 0.107, 0.120, 0.090, 0.048, 0.070, 0.129, 0.085, 0.119, 0.120, 0.088, 0.070, 0.075, 0.047, -0.270, -0.381, -0.039, 0.057, -0.277, -0.320, 0.053, 0.044, -0.082, 0.128, 0.121, 0.063, -0.397, 0.088, -0.019, 0.093, 0.094, 0.091, 0.030, -0.429, 0.043, 0.051, 0.091, 0.099, 0.072, -0.009, -0.432, 0.048, 0.085, 0.102, 0.067, 0.096, 0.056, -0.427, 0.036, 0.073, 0.108, 0.093, 0.101, 0.056, -0.446, 0.041, 0.054, 0.083, 0.098, 0.093, 0.042, -0.428, 0.078, 0.046, 0.099, 0.092, 0.073, 0.052, -0.407, 0.047, 0.046, 0.099, 0.104, 0.099, 0.025, -0.436, 0.050, 0.058, 0.103, 0.111, 0.104, 0.575

No. 3
Here is a structure of composition CHAuO2 in a non-equilibrium geometry from OMol25. Energies are from wB97M-V/def2-TZVPD.

gap between HOMO and LUMO (spin up / spin down)	0.40318 / 0.29742	Ha
energy	-8785.955	eV
charge	+3
multiplicity	4
expectation value of S²	3.772
energy above the lowest of the compared OMol25 structures with the same formula, charge and spin	4.7	kcal/mol

CARTESIAN COORDINATES (ANGSTROEM)
O1 0.923 -1.156 -0.106
C1 -0.252 -0.718 -0.251
O2 -0.428 0.480 0.021
Au1 -1.663 1.660 0.099
H1 1.419 -0.266 0.237

Formally, the Löwdin partial charges of the atoms, in units of the elementary charge, are as follows: 0.557, 0.162, 0.051, 1.896, 0.333

No. 4
Here is the molecule C20H25F9N3O4PS in a non-equilibrium geometry from OMol25. Energies are from wB97M-V/def2-TZVPD.

gap between HOMO and LUMO	0.29496	Ha
structure (SMILES)	CCNN1C(=O)c2cc(CCCCC(F)(F)C(F)(F)S(F)(F)(F)(F)F)c([PH2]=O)c(CC(=O)N(C)C)c2C1=O
energy	-78385.234	eV

CARTESIAN COORDINATES (ANGSTROEM)
C1 -5.351 -4.912 -0.956
C2 -5.999 -3.530 -1.031
N1 -5.044 -2.450 -1.333
N2 -4.569 -1.785 -0.158
C3 -4.525 -0.385 -0.179
O1 -5.438 0.307 -0.496
C4 -3.164 0.011 0.279
C5 -2.585 1.264 0.337
C6 -1.248 1.367 0.765
C7 -0.650 2.765 0.775
C8 0.591 2.966 -0.112
C9 1.604 3.931 0.501
C10 2.760 4.259 -0.454
C11 4.156 4.027 0.128
F1 4.176 4.286 1.454
F2 5.027 4.876 -0.464
C12 4.622 2.576 -0.166
F3 3.613 1.716 -0.007
F4 4.971 2.550 -1.463
S1 6.089 1.940 0.864
F5 5.642 0.450 0.612
F6 5.177 2.018 2.146
F7 6.588 3.423 1.089
F8 7.041 1.842 -0.402
F9 7.268 1.429 1.771
C13 -0.556 0.202 1.167
P1 1.112 0.239 1.892
O2 2.136 -0.654 1.309
C14 -1.165 -1.080 1.083
C15 -0.444 -2.361 1.419
C16 0.100 -3.012 0.153
O3 0.224 -4.196 0.067
N3 0.413 -2.115 -0.918
C17 -0.618 -2.162 -1.969
C18 1.735 -2.399 -1.481
C19 -2.491 -1.136 0.648
C20 -3.412 -2.299 0.467
O4 -3.257 -3.416 0.842
H1 -5.200 -5.185 0.085
H2 -5.964 -5.682 -1.411
H3 -4.360 -4.909 -1.396
H4 -6.515 -3.319 -0.095
H5 -6.759 -3.540 -1.808
H6 -5.555 -1.742 -1.848
H7 -3.146 2.134 0.033
H8 -0.484 3.068 1.810
H9 -1.433 3.415 0.400
H10 0.243 3.425 -1.037
H11 1.037 2.016 -0.401
H12 1.060 4.852 0.694
H13 1.934 3.529 1.453
H14 2.674 3.618 -1.329
H15 2.706 5.278 -0.816
H16 0.859 -0.071 3.246
H17 1.548 1.565 1.932
H18 -1.104 -3.069 1.902
H19 0.397 -2.179 2.080
H20 -0.282 -2.718 -2.841
H21 -0.819 -1.143 -2.309
H22 -1.556 -2.562 -1.598
H23 2.492 -2.345 -0.711
H24 1.747 -3.359 -2.002
H25 1.949 -1.625 -2.216

Formally, the Löwdin partial charges of the atoms, in units of the elementary charge, are as follows: -0.097, -0.242, 0.034, 0.021, -0.366, 0.150, -0.060, 0.060, -0.175, -0.157, -0.209, -0.185, -0.058, -0.471, 0.107, 0.118, -0.434, 0.118, 0.131, 0.760, -0.118, -0.121, -0.122, -0.129, -0.107, -0.192, 0.765, -0.402, -0.127, -0.041, -0.430, 0.148, -0.175, -0.047, -0.074, -0.038, -0.339, 0.164, 0.060, 0.065, 0.067, 0.113, 0.107, 0.114, 0.128, 0.123, 0.107, 0.120, 0.102, 0.121, 0.092, 0.125, 0.133, 0.032, 0.011, 0.122, 0.099, 0.085, 0.086, 0.079, 0.078, 0.085, 0.087

No. 5
Here is a cluster of 2 separate species, C2IN4O in total in a non-equilibrium geometry from OMol25. Energies are from wB97M-V/def2-TZVPD.

gap between HOMO and LUMO (spin up / spin down)	0.16372 / 0.27370	Ha
energy	-18178.465	eV
charge	-1

CARTESIAN COORDINATES (ANGSTROEM)
C1 -0.600 0.358 0.225
C2 2.200 -1.951 -0.216
N1 -1.723 -0.282 0.457
N2 -0.637 1.568 -0.280
N3 -2.576 0.633 0.067
N4 -1.934 1.722 -0.367
O1 1.161 -1.428 -0.089
I1 4.109 -0.619 0.203

Formally, the Löwdin partial charges of the atoms, in units of the elementary charge, are as follows: -0.309, -0.441, -0.095, -0.095, -0.179, -0.180, -0.089, 0.386

- The lowest energy belongs to which entry?
  C34H74Br4N9O23

- energy of number 3 (CHAuO2)?
  -8785.955 eV

- Look up the energy of the third one.
  -8785.955 eV